[1]
{"formula": "CH5NS2", "method": "the ωB97M-V functional and the def2-TZVPD basis", "elements": ["C", "N", "S", "S", "H", "H", "H", "H", "H"], "positions_angstrom": [[-0.38755, 0.53379, 1.37206], [-0.39478, -0.69152, -2.13721], [1.20520, 1.09553, 1.14110], [-0.53316, -1.74113, -0.75623], [-0.65127, 0.38108, 2.36153], [-0.95321, 0.46795, 0.46354], [-0.06478, 0.25211, -2.05121], [-0.03260, -1.32444, -2.82674], [1.81215, 1.02664, 2.43315]], "lowdin_charge": [-0.55, -0.39, 0.61, 0.54, -0.03, -0.08, 0.02, -0.02, -0.09], "max_force_ha_per_bohr": 0.067, "homo_energy_ha": [-0.328, -0.257], "lumo_ha": [0.020, -0.044], "charge": 0, "gap_ev": [9.494, 5.787]}


[2]
{"formula": "CH5O2", "method": "the ωB97M-V functional and the def2-TZVPD basis", "elements": ["O", "H", "H", "H", "O", "C", "H", "H"], "positions_angstrom": [[0.88867, 0.83937, 1.34038], [1.83021, 0.93054, 1.07128], [0.09185, 0.69323, 0.44621], [0.99769, 0.35141, 2.18632], [-0.30036, 0.19270, -0.74032], [-1.01162, -0.71283, -1.26833], [-0.94369, -1.75531, -0.82975], [-1.55274, -0.53911, -2.20579]], "lowdin_charge": [0.15, 0.16, 0.18, 0.17, -0.02, 0.11, 0.13, 0.12], "max_force_ha_per_bohr": 0.067, "homo_energy_ha": -0.612, "lumo_ha": -0.197, "charge": 1, "gap_ev": 11.276}


[3]
{"formula": "CH5O2PS", "method": "the ωB97M-V functional and the def2-TZVPD basis", "elements": ["C", "O", "P", "O", "S", "H", "H", "H", "H", "H"], "positions_angstrom": [[0.32967, -1.33828, 0.88270], [0.16025, -0.78146, -0.49866], [-0.57042, 0.58634, -0.89035], [-0.49628, 0.90430, -2.31305], [0.32508, 1.97049, 0.30258], [0.49631, -0.37725, 1.59335], [1.16502, -2.10805, 0.86284], [-0.56163, -1.82637, 1.20375], [-2.03493, 0.44599, -0.53241], [1.18694, 2.52428, -0.61075]], "lowdin_charge": [-0.09, -0.40, 0.18, -0.39, 0.51, 0.08, 0.10, 0.05, 0.06, -0.12], "max_force_ha_per_bohr": 0.057, "homo_energy_ha": -0.377, "smiles": "CO[P@H](=O)S", "lumo_ha": 0.020, "charge": 0, "gap_ev": 10.800}


[4]
{"formula": "CH5O2PS", "method": "the ωB97M-V functional and the def2-TZVPD basis", "elements": ["C", "O", "O", "P", "S", "H", "H", "H", "H", "H"], "positions_angstrom": [[0.29195, -0.13710, 0.14128], [0.51734, -0.94272, -1.07927], [0.17077, -0.77533, 1.30091], [-1.72354, 0.61979, -0.01814], [1.40898, 1.38137, 0.06343], [0.39682, -0.30440, -1.79625], [0.92134, -1.31621, 1.51288], [-2.39388, -0.61030, -0.26042], [-1.25002, 0.55073, -1.23037], [1.66023, 1.53419, 1.36594]], "lowdin_spin": [0.53, 0.14, 0.10, 0.91, 0.13, 0.01, 0.02, 0.07, 0.07, 0.01], "max_force_ha_per_bohr": 0.101, "homo_energy_ha": [-0.196, -0.350], "multiplicity": 3, "s2": 2.01, "lumo_ha": [0.016, -0.097], "charge": 0, "gap_ev": [5.764, 6.891]}


[5]
{"formula": "CH5O2PS2", "method": "the ωB97M-V functional and the def2-TZVPD basis", "elements": ["C", "O", "O", "P", "S", "S", "H", "H", "H", "H", "H"], "positions_angstrom": [[0.68564, 0.22670, -0.27820], [1.27826, 1.34113, 0.24112], [1.48970, -0.96704, -0.21441], [-0.85015, -0.01839, 0.73314], [-1.71030, -1.60115, -0.37798], [-1.83426, 1.58526, -0.22446], [0.53506, 0.48483, -1.59651], [1.42223, 1.31831, 1.12631], [2.39565, -0.59894, -0.57288], [-1.10029, -2.35748, 0.38043], [-1.86886, 0.96952, -1.43942]], "lowdin_charge": [-0.83, -0.07, -0.14, 0.36, 0.41, 0.35, 0.19, 0.03, 0.15, -0.28, -0.18], "max_force_ha_per_bohr": 0.090, "homo_energy_ha": -0.342, "lumo_ha": 0.018, "charge": 0, "gap_ev": 9.812}


[6]
{"formula": "CH5O2Pd", "method": "the ωB97M-V functional and the def2-TZVPD basis", "elements": ["C", "H", "H", "H", "O", "Pd", "H", "O", "H"], "positions_angstrom": [[-0.89408, -0.94948, -0.53370], [-1.80296, -1.52257, -0.30443], [-1.13040, -0.25499, -1.35719], [-0.10844, -1.63855, -0.88314], [1.57890, 1.27552, 0.83510], [0.18810, 2.36786, 0.88738], [2.12388, 1.08737, 0.06350], [-0.50796, -0.26522, 0.63694], [0.55296, -0.09993, 0.65554]], "lowdin_spin": [0.02, 0.00, 0.01, 0.00, 0.20, 1.63, 0.03, 0.08, 0.01], "max_force_ha_per_bohr": 0.151, "homo_energy_ha": [-0.013, -0.124], "multiplicity": 3, "s2": 2.00, "lumo_ha": [0.148, 0.139], "charge": -1, "gap_ev": [4.388, 7.162]}